The following is a quantum chemistry calculation of a molecular structure, C6H14ClN2NiO2 in a non-equilibrium geometry, from the Open Molecules 2025 dataset.

CARTESIAN COORDINATES (ANGSTROEM)
Ni -1.719 -2.911 -0.864
Cl -2.063 -1.136 -0.311
C -1.267 3.988 2.236
C -1.045 3.370 0.825
O -0.235 3.939 0.104
N -1.429 2.150 0.557
C -1.229 1.459 -0.725
H -1.906 4.865 2.335
H -0.294 4.337 2.580
H -1.611 3.295 3.004
H -1.777 1.556 1.295
H -0.235 1.014 -0.694
H -1.187 2.132 -1.581
H -1.956 0.657 -0.859
C 0.733 -1.048 0.461
C 0.775 -2.220 -0.550
O -0.258 -2.745 -0.944
N 1.978 -2.596 -0.971
C 2.384 -3.780 -1.721
H -0.280 -0.882 0.827
H 1.035 -0.090 0.038
H 1.534 -1.103 1.199
H 2.699 -2.117 -0.450
H 3.235 -3.389 -2.278
H 1.574 -4.068 -2.391
H 2.544 -4.675 -1.120

For the energy relative to the best compared isomer or geometry (same formula, charge and spin), the calculation gives 114.2 kcal/mol. The multiplicity is 3. The charge is +1. The value obtained for the HOMO energy (alpha / beta) is -11.63 / -11.63 eV.

=====

The following is a quantum chemistry calculation of C8H4N2O2 in the gas phase in a non-equilibrium geometry, from the Open Molecules 2025 dataset.

CARTESIAN COORDINATES (ANGSTROEM)
N -4.213 -1.065 -0.064
C -3.239 -0.405 0.042
C -1.881 -0.001 0.064
C -1.556 1.391 0.328
C -0.168 1.906 -0.021
C 0.772 0.948 -0.316
O 2.027 1.004 -0.177
C 2.539 -0.459 0.181
O 3.663 -0.796 0.200
N 1.435 -1.151 0.060
C 0.380 -0.297 -0.163
C -0.856 -0.935 -0.096
H -2.451 2.046 0.596
H -0.266 2.997 -0.245
H 1.513 -2.077 -0.617
H -0.824 -2.011 -0.001

For the energy relative to the best compared isomer or geometry (same formula, charge and spin), the calculation gives 23.3 kcal/mol. The multiplicity is 1. The value obtained for the HOMO energy is -9.19 eV. The structure (SMILES) is N#Cc1ccc2oc(=O)[nH]c2c1.

=====

The following is a quantum chemistry calculation of C5H7NO in the gas phase, from the Open Molecules 2025 dataset.

CARTESIAN COORDINATES (ANGSTROEM)
C -0.552 2.552 -0.274
C -0.419 1.083 -0.638
O -0.680 0.714 -1.778
C 0.031 0.163 0.389
C 0.123 -1.145 0.037
C 0.063 -2.294 -0.640
N 0.656 -2.350 0.751
H 0.257 3.108 -0.760
H -0.504 2.734 0.803
H -1.496 2.934 -0.672
H 0.252 0.485 1.400
H 0.524 -2.730 -1.510
H 0.112 -2.798 1.483
H 1.660 -2.345 0.933

For the energy relative to the best compared isomer or geometry (same formula, charge and spin), the calculation gives 88.2 kcal/mol. The multiplicity is 1. The value obtained for the HOMO energy is -7.64 eV. The structure (SMILES) is C/C([O-])=C/C1=C[NH2+]1.

=====

The following is a quantum chemistry calculation of 10 unconnected molecules or ions with the total composition C48H123N7O19 in a non-equilibrium geometry, from the Open Molecules 2025 dataset.

CARTESIAN COORDINATES (ANGSTROEM)
C -1.528 2.324 3.507
O -2.108 1.522 2.583
C -3.534 1.533 2.492
C -4.142 0.786 1.325
N -4.223 -0.667 1.421
C -2.893 -1.244 1.536
C -2.943 -2.664 1.905
O -3.204 -2.810 3.252
C -3.176 -4.140 3.716
H -1.749 2.085 4.547
H -1.739 3.391 3.434
H -0.442 2.287 3.419
H -3.976 2.511 2.300
H -4.067 1.113 3.345
H -3.701 1.082 0.373
H -5.168 1.118 1.169
H -4.767 -0.903 2.239
H -2.225 -0.835 2.293
H -2.448 -1.142 0.546
H -2.004 -3.156 1.652
H -3.714 -3.207 1.359
H -2.159 -4.527 3.779
H -3.712 -4.816 3.050
H -3.590 -4.294 4.712
C -1.032 -3.147 -1.524
O -1.599 -2.557 -2.717
C -1.080 -2.984 -4.004
C -0.995 -4.508 -4.096
N 0.273 -5.110 -3.884
C 0.137 -6.583 -4.193
C 1.473 -7.364 -4.194
O 2.423 -7.019 -5.212
C 2.011 -7.258 -6.566
H -1.439 -2.570 -0.693
H 0.048 -3.055 -1.413
H -1.287 -4.199 -1.396
H -0.135 -2.472 -4.186
H -1.766 -2.665 -4.789
H -1.309 -4.756 -5.110
H -1.723 -4.960 -3.422
H 0.932 -4.727 -4.547
H -0.264 -6.730 -5.196
H -0.590 -7.078 -3.549
H 1.254 -8.411 -4.408
H 1.935 -7.339 -3.207
H 2.958 -7.222 -7.103
H 1.244 -6.518 -6.791
H 1.538 -8.234 -6.676
C -0.683 -6.683 1.212
O 0.590 -6.214 1.712
C 0.867 -4.964 1.097
C 2.254 -4.418 1.487
N 2.625 -3.253 0.659
C 3.914 -2.638 1.010
C 5.171 -3.537 0.762
O 5.214 -4.201 1.998
C 6.250 -5.142 2.008
H -0.778 -7.699 1.595
H -0.839 -6.641 0.134
H -1.488 -6.045 1.577
H 0.008 -4.310 1.249
H 0.957 -5.168 0.030
H 3.059 -5.143 1.363
H 2.348 -4.194 2.549
H 2.823 -3.702 -0.224
H 3.831 -2.243 2.022
H 4.054 -1.777 0.356
H 6.023 -2.881 0.587
H 5.046 -4.276 -0.031
H 7.256 -4.722 2.018
H 6.146 -5.865 1.199
H 6.209 -5.558 3.015
C -2.889 0.945 -3.638
O -4.154 1.079 -3.002
C -4.426 -0.041 -2.255
C -5.884 -0.037 -1.769
N -6.143 -1.189 -0.904
C -7.471 -1.086 -0.300
C -7.816 -2.306 0.566
O -6.975 -2.363 1.737
C -7.122 -3.457 2.591
H -2.954 0.397 -4.578
H -2.136 0.395 -3.073
H -2.590 1.980 -3.802
H -3.713 -0.064 -1.430
H -4.271 -0.953 -2.832
H -6.628 -0.091 -2.564
H -6.081 0.860 -1.181
H -5.577 -1.179 -0.068
H -8.179 -1.116 -1.128
H -7.514 -0.199 0.332
H -7.804 -3.213 -0.039
H -8.852 -2.088 0.824
H -7.873 -3.378 3.378
H -6.150 -3.602 3.062
H -7.283 -4.418 2.102
C -1.834 9.677 1.409
O -2.389 8.997 0.282
C -3.756 8.949 0.357
C -4.227 7.943 -0.739
N -3.467 6.737 -0.762
C -4.028 5.749 0.111
C -3.090 4.551 -0.015
O -1.736 4.855 0.340
C -0.890 3.791 0.013
H -1.926 10.759 1.316
H -0.756 9.527 1.347
H -2.133 9.444 2.431
H -4.079 9.927 0.001
H -4.175 8.746 1.343
H -3.947 8.447 -1.664
H -5.307 7.796 -0.742
H -2.551 6.898 -0.370
H -5.049 5.528 -0.202
H -4.260 6.190 1.081
H -3.210 4.236 -1.051
H -3.458 3.693 0.548
H -1.179 2.923 0.606
H 0.102 4.023 0.400
H -0.824 3.580 -1.055
C 2.321 3.622 -2.645
O 3.175 3.170 -1.635
C 3.623 4.209 -0.850
C 4.757 3.679 0.041
N 6.052 3.430 -0.640
C 6.782 4.705 -0.968
C 7.668 4.513 -2.169
O 6.963 3.731 -3.151
C 7.778 3.579 -4.295
H 2.874 4.227 -3.362
H 1.444 4.152 -2.273
H 1.965 2.788 -3.250
H 2.867 4.636 -0.192
H 3.981 4.991 -1.520
H 4.308 2.760 0.419
H 4.922 4.207 0.980
H 5.943 3.003 -1.549
H 7.393 4.974 -0.106
H 6.063 5.517 -1.077
H 8.663 4.144 -1.918
H 7.918 5.491 -2.580
H 7.646 4.413 -4.984
H 7.553 2.700 -4.898
H 8.841 3.410 -4.126
C -0.939 5.415 5.582
O -0.304 4.279 6.105
C 0.507 4.576 7.265
C 1.695 3.570 7.356
N 1.196 2.354 7.845
C 2.020 1.138 7.692
C 1.958 0.523 6.296
O 0.666 0.233 5.916
C 0.544 -0.373 4.640
H -0.216 6.068 5.093
H -1.415 5.916 6.425
H -1.703 5.126 4.861
H -0.063 4.530 8.192
H 0.973 5.561 7.308
H 2.474 3.859 8.062
H 2.076 3.412 6.347
H 0.413 2.133 7.247
H 1.730 0.408 8.449
H 3.051 1.263 8.023
H 2.519 -0.411 6.255
H 2.530 1.173 5.635
H -0.483 -0.527 4.311
H 0.965 -1.379 4.646
H 1.012 0.233 3.864
O 2.425 -3.618 -5.073
C 3.609 -3.704 -4.326
C 3.307 -3.383 -2.781
O 2.735 -4.417 -2.033
H 2.682 -3.628 -5.997
H 4.176 -4.627 -4.448
H 4.262 -2.950 -4.766
H 2.618 -2.539 -2.773
H 4.261 -3.125 -2.322
H 2.090 -4.812 -2.625
O 0.367 -1.481 1.265
C 0.612 -0.165 0.768
C 1.196 -0.236 -0.686
O 0.187 -0.297 -1.707
H 1.251 -1.851 1.322
H -0.292 0.443 0.811
H 1.398 0.255 1.396
H 1.861 -1.099 -0.709
H 1.741 0.657 -0.991
H -0.338 -1.084 -1.545
C 2.380 0.558 -5.905
C 1.477 -0.179 -4.912
O 0.451 0.631 -4.472
H 3.307 0.040 -6.153
H 2.512 1.584 -5.561
H 1.843 0.683 -6.846
H 1.927 -0.636 -4.031
H 0.975 -0.968 -5.472
H 0.271 0.367 -3.567

For the energy relative to the best compared isomer or geometry (same formula, charge and spin), the calculation gives 3.9 kcal/mol. The multiplicity is 1. The value obtained for the HOMO energy is -8.15 eV. The structure (SMILES) is COCCNCCOC.COCCNCCOC.COCCNCCOC.COCCNCCOC.COCCNCCOC.COCCNCCOC.COCCNCCOC.OCCO.OCCO.CCO.

=====

The following is a quantum chemistry calculation of C4HNS3 in the gas phase in a non-equilibrium geometry, from the Open Molecules 2025 dataset.

CARTESIAN COORDINATES (ANGSTROEM)
N 2.142 -2.112 -1.230
C 1.894 -1.040 -0.847
C 1.590 0.227 -0.556
C 0.070 0.457 -0.097
S -0.202 2.045 0.434
C 1.349 2.830 -0.107
S 1.550 4.420 -0.084
S 2.457 1.678 -0.898
H -0.717 -0.219 -0.073

For the energy relative to the best compared isomer or geometry (same formula, charge and spin), the calculation gives 0.0 kcal/mol. The multiplicity is 1. The value obtained for the HOMO energy (alpha / beta) is -8.41 / -8.41 eV. The structure (SMILES) is N#Cc1csc(=S)s1.

=====

The following is a quantum chemistry calculation of C3H5NO in the gas phase in a non-equilibrium geometry, from the Open Molecules 2025 dataset.

CARTESIAN COORDINATES (ANGSTROEM)
C 1.436 -0.690 0.037
C 0.801 0.482 -0.009
C -0.656 0.743 0.020
N -1.586 -0.252 -0.090
O -2.850 -0.166 0.047
H 2.529 -0.612 -0.229
H 0.852 -1.523 0.202
H 1.340 1.352 -0.213
H -0.817 1.739 0.245
H -1.048 -1.074 -0.010

For the energy relative to the best compared isomer or geometry (same formula, charge and spin), the calculation gives 89.3 kcal/mol. The multiplicity is 1. The value obtained for the HOMO energy (alpha / beta) is -8.50 / -8.51 eV. The structure (SMILES) is C=C/C=[NH+]/[O-].

=====

Among the records above, which one has the highest multiplicity? C6H14ClN2NiO2